This record from the Open Molecules 2025 dataset describes a cluster of 2 separate species, C4H11N3O in total. The level of theory is ωB97M-V/def2-TZVPD.

As for the net charge: 0. The HOMO energy comes out at -0.3384 hartree. The SMILES is NC(N)=O.C=CCN. The energy relative to the best compared isomer or geometry (same formula, charge and spin) comes out at 19.6 kcal per mole. The calculation puts the total energy at -10844.362 eV.

Cartesian coordinates (Å):
N  1.90780  0.75038  -2.11811
C  0.55880  0.40134  -1.69988
C  -1.35050  1.95976  -1.27041
C  -0.10549  1.57978  -1.04598
H  2.41515  -0.05872  -2.46042
H  2.41861  1.12693  -1.33040
H  0.54392  -0.44214  -0.98813
H  -0.04748  0.09720  -2.54945
H  -1.76243  2.85880  -0.82326
H  -1.99819  1.45236  -1.97241
H  0.52625  2.16252  -0.37983
N  -0.25455  -2.41153  1.32555
C  -0.20400  -1.06075  1.56295
N  -1.43272  -0.42071  1.37983
O  0.80289  -0.48271  1.90518
H  0.55607  -2.92612  1.62174
H  -1.14205  -2.87848  1.36857
H  -1.29416  0.57779  1.29288
H  -1.92034  -0.73683  0.55082